1.
{"formula": "C5H9N", "method": "ωB97M-V with the def2-TZVPD basis set", "total_charge": 0, "homo_energy_ev": -6.7132, "gap_ev": 5.49, "relative_energy_ev": 7.124, "elements": ["N", "C", "C", "C", "C", "C", "H", "H", "H", "H", "H", "H", "H", "H", "H"], "positions_angstrom": [[3.5995, -0.2134, -0.0840], [2.3001, 0.2869, -0.2862], [0.8919, 0.0653, 0.4971], [-0.3798, 0.3651, -0.0229], [-1.5373, -0.4878, 0.3545], [-2.8351, -0.2070, -0.3760], [3.7364, -0.3236, 0.9180], [2.8967, 1.1115, 0.1176], [1.9723, 0.3221, -1.3474], [1.0134, -0.3141, 1.5022], [-0.5352, 0.8053, -0.9597], [-1.3895, -0.9993, 1.3160], [-3.5782, -1.0418, 0.0369], [-3.3953, 0.9003, -0.1725], [-2.7599, -0.2694, -1.4936]], "nbo_charge": [-0.628, -0.310, -0.150, -0.256, -0.164, -0.675, 0.314, 0.389, 0.206, 0.190, 0.203, 0.205, 0.224, 0.226, 0.229]}

***

2.
{"formula": "C5H9N", "method": "ωB97M-V with the def2-TZVPD basis set", "total_charge": 0, "homo_energy_ev": [-8.4369, -8.4317], "gap_ev": [8.75, 8.74], "relative_energy_ev": 5.874, "elements": ["C", "C", "C", "C", "C", "N", "H", "H", "H", "H", "H", "H", "H", "H", "H"], "positions_angstrom": [[-0.5058, 1.4932, -1.8058], [-0.3801, -0.4334, 0.7056], [0.8501, 1.5295, -2.3656], [0.0349, 0.0991, 2.0345], [-0.7962, -1.8606, 0.5916], [-0.4116, 0.3838, -0.3702], [0.7527, 1.5312, -3.4546], [1.5302, 0.7419, -2.0479], [1.2671, 2.4989, -2.0736], [0.6941, -0.6149, 2.5272], [-0.8520, 0.2301, 2.6569], [0.5343, 1.0588, 1.9347], [-0.1876, -2.3820, -0.1460], [-1.8316, -1.9177, 0.2593], [-0.6984, -2.3579, 1.5538]], "nbo_charge": [0.327, 0.292, -0.842, -0.667, -0.675, -0.552, 0.247, 0.241, 0.261, 0.216, 0.229, 0.235, 0.236, 0.240, 0.212]}

***

3.
{"formula": "C5H9N", "method": "ωB97M-V with the def2-TZVPD basis set", "total_charge": 0, "homo_energy_ev": -8.1461, "gap_ev": 9.18, "relative_energy_ev": 1.516, "smiles": "C=C/C(N)=C/C", "elements": ["C", "N", "C", "C", "C", "C", "H", "H", "H", "H", "H", "H", "H", "H", "H"], "positions_angstrom": [[-2.1854, -0.3194, -1.1010], [0.6893, -1.0203, -0.7344], [0.0262, 0.0100, 0.0168], [-1.2672, 0.3848, -0.0816], [2.1764, 0.5554, 1.1108], [0.8358, 0.6700, 1.0080], [-2.1623, 0.3165, -1.9825], [-1.8009, -1.3180, -1.3145], [-3.2088, -0.3775, -0.7343], [0.9006, -1.7924, -0.1158], [0.1470, -1.1095, -1.5711], [-1.7850, 1.0431, 0.5981], [2.6615, -0.1093, 0.4066], [2.8273, 0.9235, 1.8912], [0.2682, 1.0477, 1.8515]], "nbo_charge": [-0.654, -0.850, 0.108, -0.212, -0.388, -0.220, 0.217, 0.203, 0.218, 0.388, 0.380, 0.210, 0.198, 0.200, 0.203]}

***

4.
{"formula": "C5H9N", "method": "ωB97M-V with the def2-TZVPD basis set", "total_charge": 0, "homo_energy_ev": -7.9827, "gap_ev": 9.18, "relative_energy_ev": 3.694, "smiles": "C1CC1N1CC1", "elements": ["C", "C", "C", "N", "C", "C", "H", "H", "H", "H", "H", "H", "H", "H", "H"], "positions_angstrom": [[-1.5612, 0.8535, -0.2597], [-1.6772, -0.5732, 0.2226], [-0.5570, 0.2846, 0.6976], [0.7324, -0.0624, 0.3015], [1.3996, -0.9029, -0.5613], [1.9706, 0.5089, 0.1483], [-1.2351, 1.0018, -1.2858], [-2.2559, 1.5923, 0.1234], [-2.4489, -0.8347, 0.9368], [-1.4331, -1.3564, -0.4918], [-0.5667, 0.6288, 1.7273], [1.4003, -1.9684, -0.2288], [1.4473, -0.8121, -1.6468], [1.9973, 1.5585, -0.2402], [2.7771, 0.3092, 0.8496]], "nbo_charge": [-0.444, -0.424, -0.038, -0.457, -0.220, -0.182, 0.217, 0.214, 0.218, 0.219, 0.206, 0.181, 0.165, 0.173, 0.171]}

***

5.
{"formula": "C5H9N", "method": "ωB97M-V with the def2-TZVPD basis set", "total_charge": 0, "homo_energy_ev": -7.1905, "gap_ev": 8.41, "relative_energy_ev": 1.446, "smiles": "C/C=C/C=C/N", "elements": ["N", "C", "C", "C", "C", "C", "H", "H", "H", "H", "H", "H", "H", "H", "H"], "positions_angstrom": [[3.0346, -1.2371, -0.0665], [1.8288, -0.8399, 0.4699], [0.7810, -0.4834, -0.3015], [-0.4314, 0.0287, 0.3480], [-1.3536, 0.6469, -0.3890], [-2.6236, 1.2975, 0.0953], [3.0510, -1.2668, -1.0668], [3.8780, -1.4713, 0.4130], [1.7028, -0.9458, 1.5396], [0.8373, -0.7238, -1.3580], [-0.5752, -0.1963, 1.4006], [-1.2317, 0.6555, -1.4637], [-3.1856, 1.7461, -0.7301], [-3.3341, 0.5866, 0.5099], [-2.3782, 2.2030, 0.5993]], "nbo_charge": [-0.821, 0.034, -0.340, -0.205, -0.201, -0.660, 0.378, 0.395, 0.191, 0.197, 0.199, 0.185, 0.209, 0.220, 0.221]}

***

6.
{"formula": "C5H9N", "method": "ωB97M-V with the def2-TZVPD basis set", "total_charge": 0, "homo_energy_ev": -9.1898, "gap_ev": 10.18, "relative_energy_ev": 5.889, "elements": ["C", "C", "C", "C", "C", "H", "H", "H", "H", "H", "H", "H", "H", "H", "N"], "positions_angstrom": [[1.0094, 0.5437, -0.2350], [0.9041, -0.8912, 0.1194], [-0.6924, 0.2506, 1.0614], [-0.3270, 0.7966, -0.0899], [-1.0885, -0.2936, -0.8745], [1.9034, 0.9984, -1.1548], [1.5812, 0.9946, 0.5557], [1.3083, -1.3797, 1.0979], [1.0896, -1.7002, -0.7062], [-1.8478, 0.7036, 1.2215], [-0.1180, 0.1317, 1.9763], [-0.4662, 1.8807, -0.2933], [-2.1661, -0.2085, -1.1432], [-0.5438, -0.7359, -1.9017], [-0.5461, -1.0909, 0.3665]], "nbo_charge": [-0.395, -0.289, -0.227, -0.334, -0.239, 0.207, 0.213, 0.219, 0.214, 0.194, 0.210, 0.201, 0.226, 0.181, -0.379]}

***

7.
{"formula": "C5H9N", "method": "ωB97M-V with the def2-TZVPD basis set", "total_charge": 0, "homo_energy_ev": -11.4291, "gap_ev": 12.32, "relative_energy_ev": 0.190, "smiles": "CCCCC#N", "elements": ["C", "C", "C", "C", "C", "N", "H", "H", "H", "H", "H", "H", "H", "H", "H"], "positions_angstrom": [[-2.0906, -0.2181, 0.5469], [-0.9474, 0.6088, -0.0347], [0.3061, -0.2619, -0.0984], [1.6645, 0.4537, -0.2339], [2.6602, -0.5705, -0.5593], [3.3304, -1.4818, -0.8001], [-1.8688, -0.5020, 1.5831], [-3.0367, 0.3296, 0.5318], [-2.2079, -1.1472, -0.0233], [-0.7887, 1.5077, 0.5715], [-1.2104, 0.9642, -1.0398], [0.3644, -0.8806, 0.8069], [0.2015, -0.9484, -0.9458], [1.9521, 0.9261, 0.7127], [1.6712, 1.2203, -1.0175]], "nbo_charge": [-0.600, -0.399, -0.378, -0.506, 0.289, -0.332, 0.203, 0.213, 0.205, 0.197, 0.201, 0.207, 0.213, 0.244, 0.244]}

***

8.
{"formula": "C5H9N", "method": "ωB97M-V with the def2-TZVPD basis set", "total_charge": 0, "homo_energy_ev": -8.4179, "gap_ev": 9.47, "relative_energy_ev": 4.756, "elements": ["C", "C", "C", "C", "C", "H", "H", "H", "H", "H", "H", "H", "H", "H", "N"], "positions_angstrom": [[1.2108, -0.5945, -0.0605], [0.8520, 0.8690, -0.3606], [-0.6337, 0.9305, 0.0424], [-1.1057, -0.2569, -0.7570], [-0.1594, -1.0522, 0.1001], [2.0558, -0.4904, 0.6116], [1.4329, -1.3926, -0.8723], [1.1160, 1.1750, -1.4923], [1.4063, 1.6981, 0.2091], [-0.9179, 2.1372, 0.2588], [-2.1808, -0.7120, -0.6287], [-0.6256, -0.1225, -1.7382], [-0.1100, -2.0772, 0.2607], [0.3429, 0.3750, 1.7759], [-0.5005, 0.0049, 1.1185]], "nbo_charge": [-0.448, -0.437, -0.071, -0.412, -0.070, 0.233, 0.192, 0.199, 0.210, 0.217, 0.246, 0.210, 0.208, 0.324, -0.601]}

***

9.
{"formula": "C5H9N", "method": "ωB97M-V with the def2-TZVPD basis set", "total_charge": 0, "homo_energy_ev": -8.3508, "gap_ev": 9.42, "relative_energy_ev": 1.402, "smiles": "CC1=CCNC1", "elements": ["C", "C", "C", "C", "C", "H", "H", "H", "H", "H", "H", "H", "H", "H", "N"], "positions_angstrom": [[-2.0788, -0.0055, -0.0433], [-0.5748, 0.0449, 0.0840], [0.1450, 1.1228, 0.0565], [1.5999, 0.7466, -0.0902], [0.3509, -1.1809, 0.0084], [-2.5370, 0.9336, -0.4894], [-2.6065, -0.2757, 0.9220], [-2.3791, -0.7778, -0.8799], [-0.1706, 2.1421, 0.0441], [1.9880, 1.1653, 0.8424], [2.1627, 1.1992, -0.8673], [2.2665, -1.0439, 0.5732], [-0.0394, -1.6676, -0.8951], [0.1967, -1.7452, 0.8895], [1.6766, -0.6579, -0.1549]], "nbo_charge": [-0.646, -0.004, -0.207, -0.243, -0.242, 0.225, 0.221, 0.215, 0.209, 0.171, 0.187, 0.364, 0.178, 0.187, -0.614]}

***

10.
{"formula": "C5H9N", "method": "ωB97M-V with the def2-TZVPD basis set", "total_charge": 0, "homo_energy_ev": -8.4644, "gap_ev": 9.69, "relative_energy_ev": 2.630, "smiles": "C=C[C@H]1CCN1", "elements": ["C", "C", "C", "C", "C", "H", "H", "H", "H", "H", "H", "H", "H", "H", "N"], "positions_angstrom": [[-1.7567, -1.8094, 0.2887], [-0.8316, -0.9286, -0.1156], [0.0927, -0.0378, 0.6235], [1.4343, -0.0432, -0.0576], [1.0540, 1.3459, -0.7194], [-2.2052, -1.7955, 1.3107], [-2.1646, -2.5541, -0.4278], [-0.5957, -1.0551, -1.0917], [0.0910, -0.1565, 1.6979], [1.4946, -0.7250, -0.8947], [2.2674, -0.2064, 0.6023], [1.7932, 2.1000, -0.6023], [0.8909, 1.2756, -1.7744], [-0.4108, 2.2536, 0.5919], [-0.1595, 1.3860, 0.0671]], "nbo_charge": [-0.391, -0.161, -0.087, -0.411, -0.201, 0.189, 0.200, 0.176, 0.201, 0.201, 0.215, 0.179, 0.168, 0.383, -0.658]}

***

It is found that the strongest force on any atom values, taken in the order of the records, are 0.130, 0.116, 0.049, 0.024, 0.034, 0.241, 0.021, 0.126, 0.059, 0.071 Eh/bohr.